The following is a quantum chemistry calculation of a structure of composition C35H23ClN8O6SV, from OMol25.

Last column: Mulliken spin population.
Positions of all 75 atoms, in Å:
1 V -0.16330 0.02160 0.56270  1.967
2 O -3.71760 -0.85720 -1.18160  0.003
3 C -2.57240 -0.55810 -0.95170  0.007
4 N -2.00840 -0.34410 0.28300  0.000
5 C -2.86060 -0.26540 1.35290  0.018
6 O -4.05040 -0.06520 1.33970  0.004
7 C -2.10510 -0.46360 2.63340  0.015
8 C -2.79320 -0.83830 3.78260  -0.008
9 C -2.06790 -1.12060 4.92780  0.009
10 C -0.68810 -0.98340 4.87710  -0.004
11 C -0.09370 -0.57150 3.69450  0.018
12 N -0.77980 -0.32360 2.58030  -0.066
13 C -1.55150 -0.45350 -2.04310  0.005
14 C -1.94040 -0.70900 -3.35460  -0.002
15 C -0.97660 -0.73760 -4.34760  0.003
16 C 0.33890 -0.50270 -3.97410  -0.002
17 C 0.62380 -0.19410 -2.65150  0.006
18 N -0.29590 -0.16560 -1.69160  0.007
19 H -3.87130 -0.91100 3.73980  0.000
20 H -2.56300 -1.44440 5.82990  0.000
21 H -0.07520 -1.18950 5.74200  0.000
22 H 0.97830 -0.43740 3.66100  0.000
23 H -2.98450 -0.90150 -3.55260  0.000
24 H -1.23570 -0.94720 -5.37410  0.000
25 H 1.13910 -0.55660 -4.69450  0.000
26 H 1.64110 0.02550 -2.36180  0.006
27 N -0.21400 4.19370 0.84440  0.032
28 C -0.96600 4.79460 -0.17450  -0.008
29 C -0.83520 6.14700 -0.45140  0.007
30 C -1.54990 6.70450 -1.49980  -0.005
31 C -2.36050 5.91620 -2.29560  0.007
32 C -2.49540 4.56070 -2.02060  -0.004
33 C -1.81910 4.01250 -0.94750  0.007
34 S -2.10010 2.31180 -0.47650  -0.006
35 N -0.68120 1.91190 0.37080  -0.134
36 C 0.05370 2.85690 0.89860  0.107
37 C 1.22120 2.38080 1.60840  -0.020
38 C 2.14240 3.19450 2.28420  -0.001
39 C 3.21740 2.60940 2.91400  0.012
40 C 3.34410 1.22190 2.86530  -0.001
41 C 2.38870 0.48960 2.18290  0.048
42 N 1.35200 1.04260 1.55180  -0.021
43 H 0.43210 4.80450 1.32190  -0.004
44 H -0.18810 6.75930 0.15860  0.000
45 H -1.46530 7.76150 -1.69390  0.000
46 H -2.89740 6.35040 -3.12360  0.000
47 H -3.14130 3.93900 -2.61930  0.000
48 H 2.03140 4.26700 2.30410  0.003
49 H 3.94370 3.21110 3.43790  -0.001
50 H 4.17920 0.72610 3.33580  0.000
51 H 2.48110 -0.58680 2.11800  -0.001
52 O 4.27540 -3.93050 -0.63620  0.000
53 C 4.98190 -2.82080 -0.60030  0.000
54 O 6.18330 -2.81540 -0.55920  0.000
55 C 4.22580 -1.52710 -0.60610  -0.009
56 C 4.81930 -0.27320 -0.77080  -0.002
57 Cl 6.43970 0.08270 -1.08120  0.000
58 N 3.83470 0.66320 -0.68260  0.023
59 N 2.65740 0.07730 -0.46530  -0.040
60 C 2.85690 -1.23100 -0.39950  0.032
61 C 1.68060 -2.09910 -0.07520  0.025
62 O 1.70710 -3.30850 -0.27320  0.037
63 O 0.71190 -1.45120 0.44130  -0.096
64 C 3.86720 2.07170 -0.70390  0.009
65 C 2.74930 2.74090 -1.19740  0.024
66 C 2.71320 4.12410 -1.18660  0.007
67 C 3.77120 4.84200 -0.65090  0.000
68 C 4.87500 4.17120 -0.15330  0.001
69 C 4.93730 2.78870 -0.18290  -0.002
70 H 3.29050 -3.81670 -0.59330  0.000
71 H 1.91510 2.17630 -1.58910  -0.010
72 H 1.86880 4.64110 -1.61960  0.000
73 H 3.74110 5.92050 -0.62760  0.000
74 H 5.70800 4.72580 0.24930  0.000
75 H 5.80530 2.28290 0.20350  0.000

Properties
- Charge: +1
- E_tot: -109918.21698 eV
- 2S+1: 3